[1]
{
  "formula": "H37O18",
  "method": "ωB97M-V/def2-TZVPD",
  "elements": ["O", "H", "H", "O", "H", "O", "H", "H", "O", "H", "H", "O", "H", "H", "O", "H", "H", "O", "H", "H", "O", "H", "H", "O", "H", "H", "O", "H", "H", "O", "H", "H", "O", "H", "H", "O", "H", "H", "O", "H", "H", "O", "H", "H", "O", "H", "H", "O", "H", "H", "O", "H", "H", "H", "H"],
  "positions_angstrom": [[-0.240145, -0.350259, 0.984958], [1.030302, -0.349361, 1.777843], [-1.011872, -0.268035, 1.535816], [2.266261, -0.021146, -0.231639], [-0.469087, -1.298528, 0.667021], [-0.535844, -2.684922, 0.113748], [-1.364498, -2.962597, -0.173305], [0.096993, -3.341627, -0.180548], [-0.705144, -3.469384, 3.407134], [-1.403025, -3.799337, 4.070385], [0.124037, -3.933638, 3.344508], [2.059146, -4.454293, -0.036169], [2.944422, -4.547024, -0.217309], [1.823806, -5.310930, -0.084480], [-1.192446, 1.947114, -0.704524], [-1.230951, 1.433691, -1.499278], [-0.604257, 1.631525, -0.112163], [-3.941074, -1.060015, -0.506962], [-4.674235, -1.408328, 0.194535], [-4.184689, -0.157665, -0.725295], [-5.442189, -0.303058, 1.406807], [-6.035238, 0.351116, 1.665888], [-5.421061, -0.906911, 2.206739], [3.374031, -0.779826, 4.532742], [4.179936, -1.260549, 4.773047], [3.544563, 0.157536, 4.787176], [-2.290496, -1.899057, -3.109049], [-2.788371, -1.504805, -2.383344], [-2.881953, -1.686803, -3.801883], [1.101194, 5.181639, 1.587129], [1.755024, 4.529955, 1.331252], [0.494189, 5.477789, 0.917348], [-2.269926, -1.263350, 1.571261], [-2.948862, -1.124775, 0.980154], [-1.996606, -2.144156, 1.787995], [1.788381, 0.208304, 2.548971], [1.828131, -0.486667, 3.227894], [2.483973, 0.272744, 1.657254], [-0.977398, 4.970564, -2.316866], [-1.446442, 5.822666, -2.555330], [-1.790209, 4.288406, -2.350421], [2.731753, 2.223339, -4.117390], [3.300851, 1.425544, -4.270047], [2.986527, 2.985445, -4.611771], [1.361916, 2.139368, -1.789748], [1.915814, 2.638295, -2.585293], [0.692908, 2.739602, -1.701447], [3.138727, -1.628111, 1.186896], [4.153665, -1.370892, 1.338350], [2.845842, -2.402390, 1.649302], [-0.303488, 1.656893, -4.627092], [-0.784554, 1.788626, -3.709330], [0.604802, 1.347360, -4.390327], [2.141240, 0.734981, -0.838446], [2.702827, -0.670675, -0.924154]],
  "forces_ev_per_angstrom": [[3.0, -0.7, -0.1], [-1.1, 1.8, 0.6], [-0.7, 0.5, 0.8], [1.5, -0.7, -3.3], [1.2, 1.5, -0.2], [1.9, -0.2, 0.5], [-2.3, -0.7, -1.0], [0.5, -0.1, -0.1], [-2.4, 0.7, 0.7], [2.5, 0.2, -1.4], [-0.1, -0.8, 0.7], [-1.6, 4.2, 0.9], [3.6, 0.5, -0.7], [-2.1, -4.7, -0.1], [-3.8, 2.9, -2.5], [0.4, -0.8, -0.1], [3.1, -2.2, 2.6], [-1.7, -2.0, 1.7], [2.2, 1.8, -2.9], [-0.3, 0.1, 0.3], [1.2, -2.9, 1.5], [-1.8, 2.0, 0.5], [0.1, 1.1, -1.3], [0.4, 0.8, 0.3], [-0.3, 0.2, 0.0], [-0.1, -1.1, -0.2], [0.4, 0.1, 1.2], [0.2, -0.2, 0.6], [-0.7, 0.1, -1.7], [0.2, 0.3, 1.5], [-0.4, 0.1, -0.8], [0.2, -0.4, -0.8], [1.1, 0.3, 3.6], [-2.5, -0.1, -2.5], [-0.3, -0.9, 0.0], [-0.7, -0.1, -4.8], [1.6, 0.0, -0.2], [-1.7, -1.1, 3.1], [-3.7, -0.9, -0.5], [0.9, -1.3, 0.4], [2.9, 2.2, 0.3], [0.0, -1.9, 0.7], [-0.5, 1.6, -0.1], [0.7, 0.4, -0.9], [4.9, -0.1, -3.5], [-1.5, -2.4, 2.6], [-3.3, 2.4, 1.0], [3.6, 1.1, 0.0], [-3.5, -1.6, -0.1], [0.6, -0.8, 0.6], [-0.7, 0.0, 2.9], [1.8, -0.5, -2.9], [-1.1, 0.5, -0.1], [-0.6, 0.4, 0.4], [-1.2, 1.5, 2.7]],
  "gap_ev": 10.27,
  "lumo_ev": -2.5,
  "total_charge": 1
}

---

[2]
{
  "formula": "H37O19",
  "method": "ωB97M-V/def2-TZVPD",
  "elements": ["O", "H", "H", "O", "H", "H", "O", "H", "H", "O", "H", "H", "O", "H", "H", "O", "H", "H", "O", "H", "H", "O", "H", "O", "H", "H", "O", "H", "H", "O", "H", "H", "O", "H", "H", "O", "H", "H", "O", "H", "H", "O", "H", "H", "O", "H", "H", "O", "H", "H", "O", "H", "H", "O", "H", "H"],
  "positions_angstrom": [[-3.332399, -1.302737, -1.546757], [-4.033805, -1.765670, -1.988274], [-2.714792, -0.753672, -2.048904], [4.873761, 0.093396, -1.755797], [1.116447, -2.766594, 3.471424], [4.591283, 0.990372, -1.953824], [1.755988, 3.098107, -1.011891], [-0.294628, -0.170321, -5.117483], [2.099344, 1.842338, -2.136851], [1.707995, -3.162794, -2.565874], [2.048226, -2.278237, -2.391816], [1.334194, -3.324110, -1.689559], [-2.567158, 1.209509, -1.634451], [-3.503849, 1.238361, -1.451700], [1.419629, 0.861597, 1.025062], [-2.053641, -3.914761, -1.122610], [-1.163487, -3.554595, -1.132231], [-2.503405, -3.480343, -0.389630], [2.012074, 1.235352, -2.906939], [-2.027189, 1.328982, -0.853141], [2.530305, 1.634769, -3.607976], [-0.835137, -0.182914, -4.319873], [-2.177562, 0.695266, 2.114518], [3.748846, 0.924894, 2.306220], [3.251911, 1.338798, 1.512834], [3.604637, 1.638654, 2.933619], [-3.583994, -2.000432, 0.789841], [-2.949928, -2.042779, 0.057829], [-3.855567, -1.111897, 0.901337], [-0.275456, -0.888998, 1.336383], [0.665593, -0.783355, 1.619783], [-0.158610, -0.577524, 0.426479], [2.139017, -1.133505, 2.563309], [1.775346, 3.984109, -0.640419], [1.865272, -0.329272, 3.011795], [1.804804, 1.737701, 0.973760], [-0.133207, 2.487934, -2.444235], [-0.174811, 0.173193, -3.702108], [-2.409179, 0.686048, 1.184625], [1.690376, 2.413538, -0.059798], [2.857697, -0.941392, 1.973233], [-1.626394, -3.736330, 2.035213], [-1.192748, -3.197620, 2.714565], [-1.596778, -3.053520, 1.358513], [-0.706868, 2.724188, -1.714709], [-0.126453, 3.006250, -0.994510], [-2.931221, -0.062882, 0.870213], [-1.702321, 3.844087, 0.978179], [-0.972428, 4.082320, 0.395444], [-1.942799, 2.978471, 0.616146], [0.646908, -3.615922, 3.548971], [0.610191, -3.703550, 2.582091], [4.876559, 0.062070, -0.793388], [-0.653990, 2.653517, 3.229470], [-0.556406, 3.088084, 2.361250], [-0.270215, 1.783844, 3.082627]],
  "forces_ev_per_angstrom": [[0.5, 0.3, 0.8], [0.2, -0.1, -0.9], [-0.6, 0.0, -0.7], [0.2, -0.1, 0.1], [0.2, 0.1, 1.0], [-0.2, 0.0, 0.0], [0.1, 0.1, 0.8], [-0.3, -0.2, -0.3], [-0.2, 0.2, -0.3], [-0.1, 0.3, 0.8], [0.3, 0.3, -0.6], [-0.1, -0.6, -0.2], [-0.3, -0.6, -1.2], [-0.1, -0.1, 0.6], [-0.2, 0.2, -0.3], [0.0, -0.2, 0.0], [0.0, 0.1, 0.0], [0.1, -0.6, -0.2], [-0.1, -0.3, 0.1], [-0.3, 0.3, 0.2], [0.0, 0.1, 0.0], [0.8, 0.3, 0.1], [-0.2, -0.6, 0.1], [0.5, 0.7, -0.7], [-0.2, -0.5, 0.8], [0.2, -0.1, 0.3], [0.4, -2.1, 1.1], [-0.8, 1.1, -0.1], [-0.9, 0.7, -0.2], [1.4, 0.2, -0.5], [-0.7, -0.9, 0.4], [-0.8, 0.1, 0.0], [-1.5, -1.3, 0.4], [0.3, 0.1, -0.2], [0.9, 0.4, -0.1], [-0.1, 0.2, 0.0], [0.4, 0.0, 0.1], [-0.4, 0.0, 0.3], [-0.4, 1.4, -1.0], [0.3, -0.1, -0.2], [0.7, 0.8, 0.1], [0.5, 0.6, 0.0], [-0.2, -0.6, 0.6], [-0.4, -0.1, -0.3], [-0.7, 0.5, 0.5], [0.8, -0.3, -0.9], [1.0, 0.4, 0.8], [0.4, -0.2, -0.4], [-0.1, 0.4, -0.1], [-0.3, 0.0, 0.2], [0.6, 1.0, -1.0], [-0.5, -1.0, 0.1], [0.0, 0.0, 0.0], [0.1, -0.2, -0.1], [-0.3, -0.1, 0.4], [0.2, 0.0, 0.0]],
  "gap_ev": 9.35,
  "lumo_ev": 2.2,
  "total_charge": -1
}

---

[3]
{
  "formula": "H3IN2",
  "method": "ωB97M-V/def2-TZVPD",
  "elements": ["N", "N", "I", "H", "H", "H"],
  "positions_angstrom": [[1.605011, 0.531454, 0.113448], [-0.767146, -0.980396, -0.007210], [-2.368172, 0.175550, 0.050541], [0.780599, 0.952255, -0.218904], [1.166695, 0.293916, 1.031028], [-0.416985, -0.972780, -0.968901]],
  "forces_ev_per_angstrom": [[-1.2, -2.3, 1.3], [1.7, 0.3, 0.1], [0.2, 0.3, -0.1], [-1.3, 1.7, -1.3], [1.0, 0.1, 0.0], [-0.2, -0.1, -0.1]],
  "gap_ev": 5.58,
  "lumo_ev": -3.2
}

---

[4]
{
  "formula": "H3N2O2P",
  "method": "ωB97M-V/def2-TZVPD",
  "elements": ["N", "N", "O", "O", "P", "H", "H", "H"],
  "positions_angstrom": [[-0.208669, -0.195476, -0.047860], [0.971332, -0.005427, -0.454728], [0.140217, 0.634650, 2.323243], [2.095871, 2.021613, 2.990724], [1.436750, 1.246340, 1.930003], [-0.318950, -0.812655, 0.816565], [-0.945540, 0.157113, -0.683173], [0.950885, 0.738174, -1.267175]],
  "forces_ev_per_angstrom": [[0.0, -1.0, -0.9], [0.4, 1.7, -0.8], [-1.0, -0.9, -0.5], [1.0, 0.4, -0.2], [-0.1, 0.4, 0.4], [-0.2, 1.3, -1.4], [-0.2, -0.3, 1.5], [0.1, -1.7, 1.7]],
  "gap_ev": [7.43, 6.31],
  "lumo_ev": [-1.5, -2.2]
}

---

[5]
{
  "formula": "H3N2O2P",
  "method": "ωB97M-V/def2-TZVPD",
  "elements": ["N", "P", "O", "H", "H", "N", "O", "H"],
  "positions_angstrom": [[-0.824427, -0.509587, -0.246607], [-0.807639, -1.435621, 1.136896], [0.127409, -0.665276, 2.032836], [-0.650496, 0.581735, -0.282901], [-1.499000, -0.883223, -0.872905], [0.968928, 1.164911, 0.889228], [0.814261, 2.267511, 1.441965], [1.723349, 0.673237, 1.340487]],
  "forces_ev_per_angstrom": [[-0.5, 1.7, 0.5], [1.7, 2.1, 0.1], [-1.1, -1.5, 0.2], [-0.1, -3.2, 0.2], [-0.6, 0.1, -1.0], [-0.9, 4.1, 0.4], [0.4, -2.6, -1.1], [0.9, -0.6, 0.7]],
  "gap_ev": [9.26, 9.26],
  "lumo_ev": [-0.1, -0.1],
  "smiles": "NP=O.N=O"
}

---

Result set for largest force on an atom: 5.99 2.42 2.92 2.43 4.20 eV/Å, one per record in the order listed.
Result set for E_tot: -37446.0095 -39503.9706 -11123.3726 -16410.0769 -16410.1951 eV, one per record in the order listed.
Result set for relative energy (zero: lowest compared OMol25 entry of this formula, charge and spin): 171.17 99.41 99.59 64.53 61.80 kcal/mol, one per record in the order listed.